Molecular formula: C35H34AsIrS3
Method: DFT, ωB97M-V/def2-TZVPD

- Energy above the lowest of the compared OMol25 structures with the same formula, charge and spin: 260.7 kJ/mol
- Gap between HOMO and LUMO (alpha / beta): 5.8546 / 5.9460 eV
- Charge: -1
- Strongest force on any atom: 4.01 eV Å⁻¹
- Multiplicity: 2
- ⟨S²⟩: 0.787

Atoms and positions in Å:
Ir  -0.202  0.072  1.716
S  -2.816  -2.978  4.303
C  -1.898  -1.896  3.427
S  -1.115  -0.566  4.161
S  -1.692  -2.038  1.732
C  2.568  -0.274  4.167
C  2.779  -0.942  2.800
C  4.291  -0.905  2.517
C  1.949  -0.309  1.729
C  2.227  -2.365  2.730
C  1.376  -2.887  3.706
C  0.820  -4.147  3.570
C  1.110  -4.928  2.464
C  1.950  -4.424  1.484
C  2.492  -3.161  1.610
H  3.035  0.708  4.155
H  3.020  -0.861  4.964
H  1.514  -0.125  4.380
H  4.632  0.129  2.501
H  4.540  -1.357  1.562
H  4.826  -1.437  3.304
H  2.446  -0.343  0.748
H  1.131  -2.313  4.587
H  0.146  -4.516  4.332
H  0.672  -5.912  2.358
H  2.178  -5.015  0.607
H  3.119  -2.785  0.816
C  -3.591  1.892  -3.536
C  -2.308  2.394  -3.665
C  -1.267  1.834  -2.947
C  -1.498  0.764  -2.091
C  -2.796  0.288  -1.941
C  -3.836  0.842  -2.664
As  -0.065  -0.182  -1.143
C  1.451  0.472  -2.157
C  2.142  1.652  -1.953
C  3.226  1.968  -2.758
C  3.625  1.091  -3.761
C  2.956  -0.098  -3.961
C  1.862  -0.428  -3.163
C  1.068  -1.635  -3.256
C  1.273  -2.689  -4.145
C  0.439  -3.789  -4.117
C  -0.607  -3.859  -3.205
C  -0.822  -2.820  -2.314
C  -0.006  -1.706  -2.346
H  -4.402  2.322  -4.107
H  -2.116  3.222  -4.336
H  -0.263  2.228  -3.056
H  -2.981  -0.524  -1.245
H  -4.839  0.454  -2.553
H  1.826  2.318  -1.156
H  3.766  2.892  -2.608
H  4.473  1.338  -4.386
H  3.278  -0.778  -4.737
H  2.091  -2.650  -4.852
H  0.610  -4.606  -4.805
H  -1.246  -4.732  -3.188
H  -1.622  -2.877  -1.584
C  -2.491  4.799  2.606
C  -2.872  3.920  1.407
C  -4.305  3.391  1.558
C  -2.753  4.722  0.105
C  -1.965  2.772  1.376
C  -1.223  1.811  1.421
H  -3.147  5.667  2.676
H  -1.463  5.144  2.500
H  -2.564  4.226  3.528
H  -5.017  4.214  1.618
H  -4.390  2.785  2.457
H  -4.558  2.769  0.700
H  -3.426  5.580  0.130
H  -3.011  4.096  -0.748
H  -1.733  5.081  -0.026

Atomic partial charges in e from the Mulliken method, atoms 1 to 6:
1 Ir 0.598
2 S -0.331
3 C 0.129
4 S -0.339
5 S -0.308
6 C -1.816

Molecular formula: C35H34BF6NO2S
Method: DFT, ωB97M-V/def2-TZVPD

- Energy above the lowest of the compared OMol25 structures with the same formula, charge and spin: 486.3 kJ/mol
- Gap between HOMO and LUMO: 3.7151 eV
- Strongest force on any atom: 7.40 eV Å⁻¹

Atoms and positions in Å:
C  2.166  -2.843  3.988
C  1.625  -2.601  2.636
C  2.288  -2.894  1.441
C  1.529  -2.692  0.299
C  0.280  -1.921  0.496
B  3.335  1.995  1.076
C  -0.895  -2.501  -0.229
C  -2.087  -2.824  0.428
C  -3.216  -3.212  -0.287
C  -4.534  -3.303  0.435
F  -5.402  -4.173  -0.151
F  -4.391  -3.688  1.741
F  -5.166  -2.075  0.467
C  -3.142  -3.526  -1.637
C  -1.913  -3.356  -2.263
C  -1.714  -3.735  -3.706
F  -1.355  -2.641  -4.462
F  -0.695  -4.650  -3.837
F  -2.818  -4.278  -4.284
C  -0.803  -2.874  -1.574
O  3.101  1.372  2.278
C  4.375  0.813  2.663
C  5.360  1.152  1.534
O  4.621  1.961  0.586
S  0.089  -1.974  2.329
H  3.187  -3.225  3.912
H  2.183  -1.908  4.559
H  1.567  -3.579  4.542
H  3.303  -3.290  1.472
H  1.841  -3.046  -0.682
H  -2.160  -2.775  1.515
H  -4.005  -3.902  -2.169
H  0.151  -2.811  -2.096
H  4.702  1.240  3.625
H  4.246  -0.274  2.785
H  6.213  1.724  1.929
H  5.737  0.249  1.023
C  -3.084  1.438  -0.216
C  -2.725  1.348  1.267
C  -3.732  2.161  2.091
C  -2.688  -0.096  1.721
C  -1.306  1.856  1.412
N  -1.013  2.999  2.058
C  0.287  3.416  1.756
C  0.856  2.428  0.951
C  2.156  2.680  0.301
C  2.691  4.064  0.501
C  2.038  4.983  1.288
C  0.842  4.673  1.965
C  -0.129  1.390  0.736
C  0.054  0.195  -0.071
C  0.269  0.414  -1.488
C  -0.186  1.598  -2.151
C  0.111  1.844  -3.483
C  0.780  0.898  -4.275
C  1.039  1.143  -5.736
C  1.223  -0.274  -3.649
C  1.046  -0.475  -2.286
H  -2.380  0.864  -0.825
H  -4.098  1.061  -0.406
H  -3.038  2.482  -0.553
H  -3.500  2.147  3.165
H  -3.801  3.201  1.740
H  -4.735  1.717  1.983
H  -2.360  -0.171  2.767
H  -3.649  -0.610  1.604
H  -1.952  -0.611  1.098
H  -1.635  3.491  2.696
H  2.215  2.293  -0.728
H  3.631  4.311  -0.003
H  2.458  5.988  1.368
H  0.329  5.404  2.586
H  0.752  -0.586  0.409
H  -0.781  2.338  -1.606
H  -0.202  2.780  -3.944
H  0.821  0.260  -6.347
H  0.418  1.965  -6.107
H  2.086  1.412  -5.926
H  1.733  -1.042  -4.240
H  1.558  -1.312  -1.803

Atomic partial charges in e from the Mulliken method, atoms 1 to 6:
1 C -1.494
2 C 0.882
3 C -1.110
4 C -0.663
5 C 1.388
6 B 0.466

Molecular formula: C35H34Cl2FNO2S
Method: DFT, ωB97M-V/def2-TZVPD

- Gap between HOMO and LUMO: 7.2468 eV
- Strongest force on any atom: 10.42 eV Å⁻¹

Atoms and positions in Å:
C  -4.514  3.349  0.407
C  -4.575  4.763  0.220
N  -4.879  6.188  -0.171
C  -6.271  6.634  0.202
Cl  -6.412  8.048  1.445
C  -7.557  6.086  -0.303
C  -7.582  4.828  -1.350
Cl  -9.191  6.802  0.246
S  -4.445  6.567  -1.816
O  -5.366  7.669  -2.472
O  -3.020  7.241  -1.749
F  -4.275  5.212  -2.854
H  -4.370  2.170  0.352
H  -8.589  4.842  -1.991
H  -7.595  3.826  -0.726
H  -6.708  4.802  -2.127
C  -1.144  4.373  -1.126
C  -0.441  3.219  -1.470
C  0.609  2.776  -0.666
C  0.959  3.490  0.480
C  0.262  4.649  0.819
C  -0.791  5.090  0.017
H  -1.967  4.714  -1.749
H  -0.712  2.664  -2.364
H  1.155  1.874  -0.933
H  1.776  3.143  1.107
H  0.539  5.209  1.709
H  -1.335  5.992  0.283
C  3.546  0.029  -1.014
C  4.132  1.116  -0.367
C  4.999  0.906  0.705
C  5.277  -0.392  1.133
C  4.683  -1.479  0.492
C  3.819  -1.270  -0.582
H  2.876  0.192  -1.854
H  3.914  2.128  -0.699
H  5.458  1.754  1.207
H  5.954  -0.556  1.967
H  4.895  -2.491  0.830
H  3.358  -2.117  -1.083
C  3.797  -7.669  -0.915
C  2.490  -7.185  -0.905
C  2.202  -5.965  -0.293
C  3.222  -5.231  0.313
C  4.528  -5.720  0.311
C  4.816  -6.938  -0.304
H  4.022  -8.617  -1.398
H  1.694  -7.758  -1.375
H  1.183  -5.586  -0.288
H  2.998  -4.280  0.788
H  5.322  -5.151  0.788
H  5.835  -7.318  -0.308
C  -4.955  -1.268  -3.168
C  -3.726  -0.622  -3.308
C  -3.661  0.770  -3.273
C  -4.826  1.518  -3.101
C  -6.056  0.873  -2.971
C  -6.120  -0.520  -3.002
H  -5.004  -2.353  -3.189
H  -2.819  -1.205  -3.444
H  -2.704  1.273  -3.378
H  -4.776  2.603  -3.071
H  -6.965  1.456  -2.843
H  -7.078  -1.022  -2.898
C  4.324  -5.787  5.522
C  5.707  -5.661  5.645
C  6.392  -4.714  4.883
C  5.694  -3.896  3.995
C  4.312  -4.029  3.865
C  3.626  -4.973  4.629
H  3.789  -6.520  6.120
H  6.252  -6.300  6.335
H  7.470  -4.614  4.982
H  6.227  -3.157  3.404
H  3.768  -3.396  3.168
H  2.549  -5.074  4.530

Atomic partial charges in e from the Mulliken method, atoms 1 to 6:
1 C -0.427
2 C -0.054
3 N 0.135
4 C 0.080
5 Cl -0.173
6 C 0.343

Molecular formula: C35H34ClCuNOSi2
Method: DFT, ωB97M-V/def2-TZVPD

- Energy above the lowest of the compared OMol25 structures with the same formula, charge and spin: 0.0 kJ/mol
- Gap between HOMO and LUMO (alpha / beta): 5.5337 / 5.5770 eV
- Strongest force on any atom: 5.42 eV Å⁻¹
- Multiplicity: 2
- ⟨S²⟩: 0.771

Atoms and positions in Å:
C  -2.159  -0.842  4.642
C  -2.635  -0.344  3.403
C  -2.208  -1.226  2.362
H  -3.279  0.518  3.260
C  -1.384  -2.260  2.979
C  -1.369  -1.998  4.395
H  -0.849  -2.603  5.131
H  -2.398  -0.448  5.625
H  -2.552  -1.244  1.338
H  -0.997  -3.139  2.468
Cu  -0.351  -0.561  2.643
Si  1.713  1.141  -0.020
C  0.328  2.491  -0.363
C  0.756  3.639  -1.017
H  1.815  3.733  -1.261
C  -0.160  4.646  -1.302
H  0.187  5.555  -1.786
C  -1.522  4.450  -1.018
H  -2.268  5.157  -1.392
C  -1.931  3.336  -0.279
H  -2.992  3.137  -0.071
C  -0.951  2.449  0.199
H  -1.230  1.705  0.948
C  0.418  -0.448  -0.429
C  -1.026  -0.404  -0.626
H  -1.622  0.493  -0.626
C  -1.751  -1.563  -1.155
H  -2.803  -1.402  -1.414
C  -1.247  -2.863  -0.862
H  -1.913  -3.712  -0.942
C  0.074  -2.950  -0.430
H  0.453  -3.922  -0.094
C  0.905  -1.801  -0.299
H  1.928  -1.917  0.071
H  1.282  0.646  1.324
Si  -0.242  -0.917  -2.225
C  0.347  -2.224  -3.473
C  -0.338  -2.326  -4.694
H  -1.074  -1.564  -4.954
C  -0.088  -3.378  -5.588
H  -0.622  -3.409  -6.550
C  0.847  -4.381  -5.242
H  1.031  -5.227  -5.913
C  1.531  -4.301  -4.016
H  2.194  -5.109  -3.674
C  1.363  -3.164  -3.220
H  2.012  -3.029  -2.355
C  -0.329  0.633  -3.332
C  -1.588  1.076  -3.710
H  -2.464  0.458  -3.569
C  -1.724  2.325  -4.308
H  -2.717  2.683  -4.563
C  -0.606  3.117  -4.554
H  -0.737  4.124  -4.961
C  0.660  2.649  -4.207
H  1.527  3.280  -4.362
C  0.806  1.389  -3.615
H  1.807  1.020  -3.392
H  2.426  2.283  0.577
Cl  3.654  0.281  -0.411
O  -0.285  1.744  3.158
C  0.346  1.897  4.442
C  1.313  0.773  4.633
C  2.210  0.816  5.711
C  3.051  -0.269  5.929
C  2.985  -1.352  5.048
C  2.117  -1.309  3.951
N  1.277  -0.264  3.769
H  -0.981  2.421  3.060
H  0.885  2.858  4.474
H  -0.416  1.846  5.244
H  2.170  1.714  6.322
H  3.738  -0.260  6.775
H  3.588  -2.242  5.189
H  2.067  -2.109  3.209

Atomic partial charges in e from the Mulliken method, atoms 1 to 6:
1 C -0.702
2 C -0.732
3 C -0.523
4 H 0.507
5 C -0.566
6 C -0.720

Molecular formula: C35H34ClNOPdSi2
Method: DFT, ωB97M-V/def2-TZVPD

- Energy above the lowest of the compared OMol25 structures with the same formula, charge and spin: 845.9 kJ/mol
- Gap between HOMO and LUMO (alpha / beta): 3.9988 / 4.5722 eV
- Charge: +2
- Strongest force on any atom: 14.47 eV Å⁻¹
- Multiplicity: 5
- ⟨S²⟩: 6.016

Atoms and positions in Å:
C  0.444  1.689  -1.123
C  1.239  1.958  -2.277
C  0.802  3.202  -2.830
H  2.044  1.329  -2.649
C  -0.250  3.706  -2.006
C  -0.470  2.774  -0.948
H  -1.178  2.881  -0.130
H  0.541  0.829  -0.466
H  1.222  3.695  -3.705
H  -0.775  4.650  -2.139
Pd  -0.972  1.652  -2.932
Si  -3.125  -2.690  -1.701
C  -2.180  -4.064  -2.501
C  -2.815  -5.058  -3.254
H  -3.905  -5.101  -3.292
C  -2.065  -5.981  -3.983
H  -2.576  -6.727  -4.594
C  -0.668  -5.939  -3.950
H  -0.084  -6.648  -4.538
C  -0.026  -4.989  -3.151
H  1.065  -4.951  -3.107
C  -0.776  -4.079  -2.405
H  -0.266  -3.357  -1.758
C  -2.525  -1.030  -2.552
C  -1.276  -0.852  -3.212
H  -0.512  -1.621  -3.122
C  -1.053  0.112  -4.271
H  -0.245  -0.019  -4.980
C  -2.012  1.238  -4.518
H  -2.004  1.895  -5.366
C  -2.929  1.344  -3.322
H  -3.586  2.204  -3.335
C  -3.374  0.128  -2.677
H  -4.384  0.096  -2.272
H  -2.837  -2.303  -0.172
Si  -2.861  -0.259  -4.432
C  -4.465  0.249  -5.500
C  -4.262  0.629  -6.819
H  -3.280  0.534  -7.288
C  -5.343  1.103  -7.581
H  -5.186  1.383  -8.622
C  -6.613  1.213  -7.001
H  -7.455  1.578  -7.591
C  -6.797  0.854  -5.662
H  -7.780  0.943  -5.195
C  -5.716  0.372  -4.903
H  -5.890  0.083  -3.864
C  -2.875  -1.863  -5.564
C  -1.713  -2.305  -6.199
H  -0.781  -1.738  -6.155
C  -1.722  -3.503  -6.930
H  -0.805  -3.843  -7.416
C  -2.891  -4.262  -7.030
H  -2.898  -5.190  -7.605
C  -4.047  -3.834  -6.370
H  -4.964  -4.422  -6.423
C  -4.023  -2.651  -5.623
H  -4.936  -2.345  -5.110
H  -3.120  -3.175  -0.377
Cl  -5.128  -2.863  -2.113
O  -2.443  -0.020  0.260
C  -1.628  0.258  1.409
C  -0.658  -0.877  1.511
C  -0.856  -1.888  2.463
C  -0.009  -2.992  2.442
C  1.001  -3.043  1.479
C  1.137  -1.975  0.582
N  0.318  -0.919  0.614
H  -3.085  0.700  0.140
H  -2.257  0.264  2.308
H  -1.094  1.211  1.285
H  -1.679  -1.754  3.165
H  -0.140  -3.797  3.163
H  1.688  -3.883  1.406
H  1.922  -1.977  -0.180

Atomic partial charges in e from the Mulliken method, atoms 1 to 6:
1 C 0.413
2 C -0.815
3 C -0.386
4 H 0.516
5 C -0.853
6 C -0.233

Molecular formula: C35H34FeN7O3
Method: DFT, ωB97M-V/def2-TZVPD

- Energy above the lowest of the compared OMol25 structures with the same formula, charge and spin: 70.3 kJ/mol
- Gap between HOMO and LUMO (alpha / beta): 6.3164 / 4.5888 eV
- Charge: +2
- Strongest force on any atom: 1.33 eV Å⁻¹
- Multiplicity: 6
- ⟨S²⟩: 8.815

Atoms and positions in Å:
Fe  0.074  -0.401  0.388
C  -2.571  1.011  1.239
O  -1.297  1.328  0.589
C  -1.109  2.632  0.196
C  -1.618  3.663  0.954
C  -1.439  4.983  0.552
C  -0.773  5.280  -0.632
C  -0.292  4.247  -1.407
C  -0.432  2.908  -1.011
N  0.034  1.997  -1.945
N  -0.005  0.772  -1.676
C  0.371  -0.171  -2.608
C  -0.169  -1.477  -2.199
O  -0.819  -1.552  -1.125
C  0.043  -2.614  -3.031
C  0.806  -2.494  -4.128
C  1.401  -1.239  -4.535
C  2.193  -1.190  -5.668
C  2.747  0.008  -6.099
C  2.500  1.185  -5.397
C  1.732  1.166  -4.253
C  1.161  -0.048  -3.791
H  -3.360  1.630  0.827
H  -2.501  1.156  2.313
H  -2.785  -0.029  1.019
H  -2.151  3.448  1.872
H  -1.842  5.781  1.163
H  -0.650  6.308  -0.952
H  0.190  4.436  -2.361
H  -0.421  -3.548  -2.742
H  0.987  -3.366  -4.750
H  2.371  -2.101  -6.233
H  3.382  0.031  -6.977
H  2.920  2.117  -5.750
H  1.555  2.072  -3.707
C  0.264  -5.843  -0.035
C  0.793  -4.524  0.427
C  2.071  -4.118  0.762
C  1.975  -2.767  1.110
N  0.709  -2.355  0.981
N  0.008  -3.444  0.568
C  3.043  -1.834  1.577
H  1.038  -6.603  0.041
H  -0.065  -5.790  -1.074
H  -0.590  -6.159  0.569
H  2.961  -4.736  0.781
H  -0.975  -3.383  0.385
H  3.602  -2.280  2.401
H  2.611  -0.896  1.923
H  3.753  -1.616  0.780
C  7.193  -2.269  3.381
C  6.833  -1.783  1.992
C  6.646  -0.440  1.711
C  6.299  0.012  0.436
C  6.110  -0.896  -0.593
N  5.756  -0.559  -1.943
C  5.465  0.619  -2.577
O  5.702  0.764  -3.763
N  4.902  1.689  -1.856
C  3.893  1.731  -0.892
C  3.698  2.923  -0.193
C  2.723  2.999  0.779
C  1.923  1.900  1.007
N  2.054  0.765  0.304
C  3.036  0.671  -0.610
C  6.341  -2.245  -0.335
C  6.699  -2.676  0.933
H  7.147  -1.464  4.116
H  8.205  -2.683  3.398
H  6.521  -3.071  3.703
H  6.800  0.291  2.504
H  6.230  1.076  0.255
H  6.040  -1.241  -2.621
H  5.116  2.569  -2.291
H  4.327  3.782  -0.410
H  2.587  3.906  1.358
H  1.156  1.925  1.775
H  3.128  -0.273  -1.140
H  6.253  -2.963  -1.150
H  6.885  -3.736  1.105

Atomic partial charges in e from the Mulliken method, atoms 1 to 6:
1 Fe 0.810
2 C -1.114
3 O -0.037
4 C 0.475
5 C -0.453
6 C -0.699

no.,DFT total energy (eV)
1,-133028.3146
2,-70246.2393
3,-81018.4366
4,-113295.2120
5,-72114.7955
6,-87793.8065